# 1
ORCA calculation (ωB97M-V with the def2-TZVPD basis set) on a 10-piece molecular cluster, C41H83F6N2O26PS5 overall in a non-equilibrium geometry.

Relative energy (zero: lowest compared OMol25 entry of this formula, charge and spin) ... 61.1 kcal/mol
E ... -179839.1848 eV
E_HOMO ... -8.4 eV
Frontier orbital gap ... 7.888 eV

Structure (ORCA input):
```
! RIJCOSX wB97M-V def2-TZVPD def2/J DEFGRID3
* xyz 0 1
C 19.738 -8.352 10.294
C 21.227 -8.663 10.248
C 21.836 -8.008 11.441
N 23.422 -8.234 11.551
C 23.854 -7.670 12.972
C 23.629 -6.118 13.127
C 24.293 -5.215 12.018
C 24.014 -5.850 10.627
C 24.195 -7.411 10.484
C 23.822 -9.746 11.440
H 19.361 -8.788 9.370
H 19.381 -7.324 10.367
H 19.074 -8.891 10.969
H 21.550 -8.379 9.246
H 21.447 -9.724 10.130
H 21.285 -8.388 12.302
H 21.641 -6.953 11.632
H 23.250 -8.279 13.645
H 24.888 -7.973 13.142
H 22.572 -5.898 13.273
H 23.973 -5.897 14.137
H 24.049 -4.165 12.176
H 25.363 -5.304 12.202
H 23.036 -5.508 10.291
H 24.818 -5.458 10.004
H 23.941 -7.961 9.578
H 25.211 -7.684 10.768
H 23.160 -10.303 12.103
H 24.883 -9.897 11.641
H 23.561 -9.906 10.394
C 26.246 -10.232 5.801
F 25.011 -10.104 6.350
F 26.024 -11.093 4.778
F 26.575 -9.034 5.426
S 27.788 -10.994 6.907
O 27.201 -11.961 7.897
O 28.754 -11.473 5.882
N 28.124 -9.571 7.962
S 29.622 -9.413 7.688
O 30.452 -10.561 8.053
O 29.918 -8.806 6.351
C 30.024 -7.977 8.874
F 31.142 -7.314 8.584
F 29.045 -7.052 8.762
F 30.162 -8.428 10.120
C 25.460 -16.843 10.235
C 24.711 -17.363 8.949
C 23.225 -17.335 9.234
S 22.825 -15.941 10.261
O 21.877 -16.375 11.266
O 22.496 -14.718 9.484
C 24.549 -15.698 10.921
H 26.376 -16.379 9.869
H 25.872 -17.688 10.786
H 25.071 -18.340 8.628
H 24.809 -16.695 8.092
H 22.921 -18.139 9.904
H 22.527 -17.278 8.399
H 24.459 -15.889 11.991
H 24.961 -14.707 10.733
C 31.410 -11.869 13.859
C 31.748 -12.739 15.132
C 30.672 -12.434 16.129
S 29.031 -11.922 15.222
O 28.657 -10.563 15.613
O 28.077 -13.038 15.193
C 29.881 -11.903 13.518
H 31.946 -12.201 12.970
H 31.853 -10.912 14.136
H 32.733 -12.533 15.551
H 31.807 -13.778 14.808
H 30.919 -11.466 16.563
H 30.621 -13.275 16.821
H 29.342 -11.162 12.928
H 29.684 -12.858 13.031
C 34.617 -3.621 4.663
C 33.487 -2.910 5.443
C 32.380 -2.424 4.442
S 32.536 -3.512 2.855
O 32.832 -2.549 1.811
O 31.361 -4.407 2.786
C 33.865 -4.522 3.700
H 35.234 -4.272 5.282
H 35.113 -2.845 4.081
H 33.883 -2.083 6.033
H 32.987 -3.573 6.149
H 32.478 -1.403 4.075
H 31.446 -2.723 4.918
H 34.446 -5.089 2.973
H 33.195 -5.281 4.104
C 31.015 -16.400 9.506
O 31.209 -16.485 10.878
C 31.562 -17.694 11.469
O 31.709 -18.788 10.951
O 31.616 -17.396 12.818
C 31.866 -18.432 13.717
H 31.781 -17.005 9.022
H 31.098 -15.326 9.343
H 29.981 -16.656 9.276
H 31.031 -18.802 14.312
H 32.458 -17.924 14.478
H 32.414 -19.248 13.245
C 31.791 -10.055 1.270
O 32.757 -9.451 0.466
C 32.358 -8.650 -0.506
O 31.455 -7.839 -0.518
O 33.341 -8.540 -1.395
C 33.367 -7.594 -2.411
H 31.183 -10.770 0.716
H 31.138 -9.270 1.650
H 32.258 -10.478 2.160
H 32.667 -7.804 -3.220
H 34.301 -7.794 -2.935
H 33.398 -6.548 -2.108
C 22.099 -19.795 2.322
O 22.013 -18.429 1.934
C 21.513 -17.438 2.690
O 20.981 -17.679 3.804
O 21.856 -16.279 2.082
C 21.732 -15.163 2.928
H 21.053 -20.059 2.481
H 22.651 -19.746 3.260
H 22.647 -20.336 1.551
H 22.215 -15.291 3.897
H 20.693 -14.876 3.087
H 22.136 -14.341 2.338
C 26.111 0.122 7.953
O 25.747 -1.046 7.143
C 26.419 -1.413 6.111
O 27.253 -0.804 5.534
O 25.891 -2.552 5.712
C 26.388 -3.113 4.526
H 27.076 0.531 7.655
H 26.094 -0.124 9.014
H 25.522 1.008 7.715
H 26.164 -2.474 3.672
H 25.891 -4.062 4.325
H 27.449 -3.319 4.668
C 36.059 -11.104 6.448
C 36.476 -9.704 6.669
O 37.841 -9.333 6.654
P 38.687 -9.525 8.001
O 40.137 -9.254 7.780
O 37.944 -8.456 9.053
C 38.624 -7.312 9.506
C 38.192 -6.895 10.902
O 38.298 -10.953 8.630
C 38.956 -12.150 8.363
C 38.798 -12.927 9.673
H 36.288 -11.270 5.396
H 36.433 -11.880 7.116
H 34.970 -11.088 6.401
H 35.841 -9.150 5.979
H 35.915 -9.394 7.551
H 39.702 -7.458 9.436
H 38.525 -6.532 8.751
H 38.586 -5.921 11.191
H 37.126 -6.836 11.124
H 38.624 -7.547 11.662
H 38.536 -12.729 7.540
H 40.005 -12.083 8.074
H 39.093 -13.971 9.564
H 39.623 -12.630 10.321
H 37.862 -12.875 10.230
*
```

***

# 2
ORCA calculation (ωB97M-V with the def2-TZVPD basis set) on an isolated ion of composition C5H8ClN4 and charge +1 in a non-equilibrium geometry.

Relative energy (zero: lowest compared OMol25 entry of this formula, charge and spin) ... 0.0 kcal/mol
E ... -23790.3023 eV
E_HOMO ... -13.8 eV
Frontier orbital gap ... 8.533 eV
Structure (SMILES) ... N[C@H](Cl)/[NH+]=C/c1cnc[nH]1

Structure (ORCA input):
```
! RIJCOSX wB97M-V def2-TZVPD def2/J DEFGRID3
* xyz 1 1
N 2.844 -1.199 0.196
C 2.189 -0.183 -0.536
Cl 2.616 1.515 0.147
N 0.765 -0.361 -0.381
C -0.113 0.601 -0.392
C -1.513 0.460 -0.148
C -2.388 -0.680 -0.002
N -3.670 -0.275 0.142
C -3.621 1.047 0.009
N -2.409 1.564 -0.110
H 3.385 -1.929 -0.228
H 2.425 -1.474 1.072
H 2.571 -0.047 -1.496
H 0.508 -1.248 -0.091
H 0.297 1.619 -0.668
H -2.062 -1.673 -0.078
H -4.615 1.649 0.102
H -2.217 2.483 -0.479
*
```

***

# 3
ORCA calculation (ωB97M-V with the def2-TZVPD basis set) on one molecule with the formula CHFINO in a non-equilibrium geometry.

Relative energy (zero: lowest compared OMol25 entry of this formula, charge and spin) ... 68.0 kcal/mol
E ... -15403.4178 eV
E_HOMO (alpha / beta) ... -9.0 / -9.0 eV
Frontier orbital gap (alpha / beta) ... 7.418 / 7.417 eV
Structure (SMILES) ... F/C=N/OI

Structure (ORCA input):
```
! RIJCOSX wB97M-V def2-TZVPD def2/J DEFGRID3
* xyz 0 1
F -0.766 1.966 0.381
C -0.404 0.765 0.295
N 1.098 0.314 0.126
O 1.416 -0.921 -0.114
I -0.030 -2.236 -0.825
H -1.314 0.113 0.137
*
```

***

# 4
ORCA calculation (ωB97M-V with the def2-TZVPD basis set) on a 5-piece molecular cluster, C35H47N2O overall in a non-equilibrium geometry.

Relative energy (zero: lowest compared OMol25 entry of this formula, charge and spin) ... 0.0 kcal/mol
E ... -42078.4411 eV
E_HOMO ... -11.0 eV
Frontier orbital gap ... 8.195 eV

Structure (ORCA input):
```
! RIJCOSX wB97M-V def2-TZVPD def2/J DEFGRID3
* xyz 1 1
C -0.796 -3.064 -1.348
C -0.301 -1.871 -2.120
C 1.061 -2.014 -2.752
N -0.962 -0.805 -2.341
C -1.964 -0.314 -1.404
C -1.329 0.905 -0.749
N -1.125 2.054 -1.696
C -2.144 2.109 -2.805
C -3.467 1.534 -2.328
C -3.284 0.020 -2.156
C -4.516 -0.649 -1.536
C -4.952 -1.964 -2.204
C -6.383 -2.308 -1.791
O -4.951 -1.870 -3.626
H -0.918 -3.879 -2.066
H -0.077 -3.407 -0.604
H -1.756 -2.902 -0.866
H 0.927 -2.149 -3.829
H 1.617 -2.854 -2.348
H 1.582 -1.067 -2.624
H -2.194 -0.995 -0.580
H -0.347 0.630 -0.368
H -1.899 1.242 0.116
H -1.176 2.927 -1.172
H -0.194 1.988 -2.105
H -2.237 3.133 -3.162
H -1.763 1.488 -3.613
H -4.174 1.699 -3.141
H -3.825 2.012 -1.413
H -3.154 -0.348 -3.175
H -4.328 -0.867 -0.481
H -5.366 0.038 -1.577
H -4.294 -2.784 -1.892
H -7.065 -1.916 -2.542
H -6.611 -1.877 -0.816
H -6.506 -3.386 -1.713
H -4.054 -2.026 -3.954
C -0.064 4.444 3.998
C 1.041 3.605 4.047
C 1.514 3.007 2.888
C 0.883 3.256 1.678
C -0.221 4.097 1.627
C -0.698 4.691 2.788
H -0.431 4.906 4.905
H 1.533 3.416 4.992
H 2.373 2.350 2.927
H 1.262 2.790 0.773
H -0.714 4.303 0.682
H -1.558 5.346 2.750
C 5.332 -0.237 1.337
C 6.606 -0.475 1.835
C 6.878 -0.255 3.178
C 5.877 0.198 4.026
C 4.603 0.433 3.529
C 4.332 0.219 2.185
H 5.121 -0.408 0.289
H 7.386 -0.833 1.176
H 7.873 -0.436 3.564
H 6.090 0.366 5.073
H 3.822 0.784 4.193
H 3.338 0.406 1.795
C -0.890 1.568 6.187
C -0.333 0.745 7.156
C -0.893 0.691 8.425
C -2.015 1.453 8.721
C -2.574 2.274 7.751
C -2.009 2.333 6.484
H -0.453 1.613 5.198
H 0.539 0.147 6.924
H -0.457 0.054 9.183
H -2.453 1.408 9.709
H -3.449 2.867 7.983
H -2.442 2.976 5.728
C 3.076 -3.512 -8.285
C 2.752 -2.307 -7.678
C 2.854 -2.177 -6.300
C 3.285 -3.249 -5.531
C 3.612 -4.454 -6.139
C 3.503 -4.586 -7.516
H 2.995 -3.615 -9.359
H 2.423 -1.469 -8.279
H 2.600 -1.236 -5.826
H 3.371 -3.147 -4.456
H 3.950 -5.289 -5.540
H 3.754 -5.525 -7.991
*
```

***

# 5
ORCA calculation (ωB97M-V with the def2-TZVPD basis set) on one molecule with the formula C3H4N2O in a non-equilibrium geometry.

Relative energy (zero: lowest compared OMol25 entry of this formula, charge and spin) ... 5.1 kcal/mol
E ... -8203.6622 eV
E_HOMO ... -10.6 eV
Frontier orbital gap ... 11.213 eV
Structure (SMILES) ... N#CCC(N)=O

Structure (ORCA input):
```
! RIJCOSX wB97M-V def2-TZVPD def2/J DEFGRID3
* xyz 0 1
N -1.930 0.096 1.700
C -1.070 0.551 1.074
C 0.043 1.004 0.231
C 0.843 -0.194 -0.319
N 0.059 -1.203 -0.780
O 2.056 -0.189 -0.344
H 0.727 1.641 0.797
H -0.358 1.589 -0.606
H 0.494 -2.085 -1.006
H -0.949 -1.156 -0.745
*
```

***

# 6
ORCA calculation (ωB97M-V with the def2-TZVPD basis set) on C36H44FeN3P as an isolated structure in a non-equilibrium geometry.

Relative energy (zero: lowest compared OMol25 entry of this formula, charge and spin) ... 33.3 kcal/mol
E ... -86187.5171 eV
E_HOMO (alpha / beta) ... 0.4 / -3.9 eV
Frontier orbital gap (alpha / beta) ... 1.905 / 6.180 eV
Expectation value of S² ... 8.79

Structure (ORCA input):
```
! RIJCOSX wB97M-V def2-TZVPD def2/J DEFGRID3
* xyz -1 6
Fe -0.191 -0.124 0.044
N 0.478 -3.362 2.166
N 0.272 -2.087 -1.216
C 0.676 1.753 -0.757
C 1.705 0.823 -0.388
C 1.583 0.570 1.023
C 2.493 -0.259 1.868
H 3.370 -0.573 1.287
H 1.985 -1.169 2.228
H 2.826 0.308 2.750
C 0.514 1.388 1.522
C 0.264 1.712 2.948
H 0.477 2.772 3.165
H 0.876 1.081 3.608
H -0.823 1.547 3.198
C -0.125 2.027 0.403
C -1.268 2.981 0.474
H -2.082 2.584 1.097
H -1.671 3.187 -0.526
H -0.956 3.941 0.913
C 2.837 0.393 -1.248
H 3.698 1.066 -1.115
H 2.566 0.421 -2.308
H 3.169 -0.624 -1.009
C 0.579 2.470 -2.051
H -0.456 2.757 -2.265
H 0.923 1.841 -2.880
H 1.185 3.390 -2.049
C -0.132 -4.179 3.033
H 0.395 -4.386 3.971
C -1.396 -4.738 2.784
H -1.861 -5.354 3.554
C -2.027 -4.473 1.565
H -3.016 -4.873 1.347
C -1.363 -3.679 0.633
H -1.798 -3.444 -0.332
C -0.119 -3.120 0.991
C 0.570 -2.085 0.188
H 1.646 -2.074 0.394
C -0.352 -0.968 -1.709
C 0.694 -2.926 -2.241
H 1.217 -3.849 -2.066
C 0.312 -2.330 -3.381
H 0.404 -2.650 -4.401
N -0.255 -1.099 -3.054
C -0.484 -0.049 -3.986
C 0.502 0.261 -4.945
C 0.276 1.356 -5.789
H 1.028 1.613 -6.539
C -0.867 2.147 -5.676
C -1.064 3.312 -6.604
H -1.600 4.124 -6.095
H -1.646 3.024 -7.493
H -0.090 3.682 -6.947
C -1.834 1.810 -4.723
H -2.748 2.405 -4.642
C -1.657 0.714 -3.866
C -2.711 0.390 -2.861
H -2.836 -0.690 -2.718
H -3.664 0.812 -3.214
H -2.494 0.854 -1.883
C 1.800 -0.467 -5.075
H 1.667 -1.486 -5.453
H 2.371 -0.509 -4.137
H 2.423 0.071 -5.802
C -1.989 -0.520 1.293
P -2.427 0.354 2.855
C -4.134 0.934 2.900
C -2.134 -0.586 4.371
C -3.035 -0.429 5.456
C -2.567 -0.457 6.767
C -1.225 -0.752 7.032
C -0.384 -1.132 5.979
C -0.827 -1.072 4.656
H -1.027 -1.070 1.445
H -2.764 -1.250 1.034
H -1.895 0.223 0.438
H -4.811 0.084 3.070
H -4.232 1.646 3.730
H -4.391 1.438 1.959
H -4.093 -0.258 5.257
H -3.244 -0.247 7.597
H -0.834 -0.683 8.051
H 0.633 -1.471 6.186
H -0.167 -1.395 3.843
*
```